1.
# C3H5N2O2

A 2-piece molecular cluster, C3H5N2O2 overall (wB97M-V/def2-TZVPD, the Open Molecules 2025 dataset).

Last column: natural (NBO) charge in e.
Cartesian coordinates (Å):
C (-0.9256, -0.9036, -0.3714)  -0.45
C (0.0566, -0.4104, 0.3261)  -0.20
C (0.5579, 0.9331, 0.0658)  -0.35
N (2.5762, 0.5445, -0.5296)  -0.26
N (3.2612, 0.5938, 0.4814)  0.49
O (4.4523, 0.3196, 0.1918)  -0.58
O (2.9412, 0.8516, 1.6866)  -0.62
H (-1.3625, -1.9071, -0.2186)  0.18
H (-1.2661, -0.2436, -1.1188)  0.18
H (0.5351, -1.0739, 1.0397)  0.21
H (0.1594, 1.5922, -0.7911)  0.18
H (0.9695, 1.5087, 0.7947)  0.22

Computed properties:
**Frontier orbital gap (alpha / beta)**: 7.44 / 7.40 eV
**Net charge**: -1
**2S+1**: 1
**LUMO level (alpha / beta)**: 4.008 / 4.012 eV


2.
# C3H5N2O2

An isolated ion of composition C3H5N2O2 and charge -1 (wB97M-V/def2-TZVPD, the Open Molecules 2025 dataset).

Last column: natural (NBO) charge in e.
Cartesian coordinates (Å):
C (-0.7467, -0.6614, 0.2461)  0.57
C (1.8146, -0.6998, 0.3089)  -0.32
C (0.4787, -0.2740, 0.7490)  -0.60
N (2.9282, 0.2304, 0.3118)  0.13
N (-1.9317, 0.1409, 0.7014)  -0.90
O (4.0394, -0.1800, -0.1108)  -0.39
O (-1.1038, -1.6250, -0.5062)  -0.80
H (2.3799, -1.2406, 1.1794)  0.20
H (1.6798, -1.3396, -0.5208)  0.23
H (0.4681, 0.6887, 1.2557)  0.18
H (-1.9021, 0.2474, 1.7338)  0.34
H (-2.6863, -0.5567, 0.4833)  0.36

Computed properties:
**Frontier orbital gap (alpha / beta)**: 6.55 / 6.55 eV
**SMILES**: N/C([O-])=C/CN=O
**Net charge**: -1
**2S+1**: 1
**LUMO level (alpha / beta)**: 3.762 / 3.760 eV


Energetically preferred structure: 2 | next structure: +294.6 kJ/mol